Entry 1:
94
Properties=species:S:1:pos:R:3 method="wB97M-V/def2-TZVPD" total_charge=0 smiles="C[C@@H](I)CC1=C(O)C(=O)OC1=O.CCOCC.CCOCC.CCOCC.CCOCC.CCOCC" e_lumo_ev=-1.406
C 4.9623 -2.3802 2.6328
C 3.6245 -3.0818 3.1729
I 1.7884 -2.3138 2.2260
C 3.6330 -4.6901 3.1568
C 4.7851 -5.3619 2.2854
C 5.5482 -6.4589 2.8245
O 5.4280 -7.0841 4.0964
C 6.5666 -6.8915 1.6576
O 7.3625 -7.8678 1.6772
O 6.4413 -5.9782 0.5431
C 5.3062 -5.1093 0.8077
O 4.9511 -4.3099 -0.0836
H 5.9244 -2.9459 2.8863
H 5.0967 -1.3161 3.0716
H 4.8470 -2.2105 1.4918
H 3.5261 -2.7716 4.2852
H 2.6023 -5.0736 2.7925
H 3.7437 -5.0627 4.2486
H 4.7941 -7.8440 3.9960
C 1.8391 -3.5903 -2.1483
C 0.9358 -2.4595 -1.6862
O 1.6150 -1.2192 -1.5287
C 2.2365 -0.6877 -2.6914
C 1.2658 -0.4197 -3.8291
H 2.6675 -3.7296 -1.4456
H 1.2752 -4.5246 -2.2180
H 2.2748 -3.3897 -3.1289
H 0.5243 -2.7177 -0.7061
H 0.0793 -2.3396 -2.3576
H 3.0531 -1.3416 -3.0154
H 2.6996 0.2573 -2.3930
H 0.7773 -1.3333 -4.1741
H 1.7905 0.0216 -4.6799
H 0.4799 0.2693 -3.5067
C -0.9978 0.7333 -0.2601
C -1.9013 1.8643 0.2009
O -1.2240 3.1042 0.3579
C -0.6023 3.6348 -0.8056
C -1.5726 3.9004 -1.9442
H -0.1696 0.5943 0.4425
H -1.5613 -0.2012 -0.3296
H -0.5618 0.9333 -1.2402
H -2.3131 1.6074 1.1803
H -2.7571 1.9833 -0.4710
H 0.2149 2.9810 -1.1282
H -0.1401 4.5804 -0.5082
H -2.0602 2.9858 -2.2881
H -1.0477 4.3407 -2.7953
H -2.3590 4.5891 -1.6233
C 7.8054 -3.1584 -1.9668
C 6.8971 -2.0391 -1.4870
O 7.5655 -0.7938 -1.3274
C 8.1694 -0.2483 -2.4926
C 7.1841 0.0181 -3.6179
H 8.6424 -3.2952 -1.2739
H 7.2492 -4.0968 -2.0370
H 8.2289 -2.9469 -2.9504
H 6.4987 -2.3071 -0.5058
H 6.0327 -1.9226 -2.1485
H 8.9887 -0.8920 -2.8298
H 8.6266 0.6990 -2.1924
H 6.7009 -0.8979 -3.9639
H 7.6954 0.4703 -4.4712
H 6.3953 0.6971 -3.2821
C -4.3872 3.8031 2.0578
C -4.6196 4.1643 0.6004
O -5.9538 4.5723 0.3223
C -6.4230 5.7178 1.0217
C -5.6052 6.9693 0.7527
H -5.0707 3.0055 2.3681
H -3.3590 3.4639 2.2067
H -4.5575 4.6532 2.7209
H -4.4292 3.2815 -0.0145
H -3.9123 4.9299 0.2669
H -6.4807 5.5075 2.0951
H -7.4503 5.8889 0.6864
H -4.5682 6.8577 1.0758
H -6.0319 7.8232 1.2843
H -5.5918 7.1940 -0.3175
C -8.3697 -0.3627 1.9776
C -9.2732 0.7683 2.4396
O -8.5962 2.0075 2.5973
C -7.9739 2.5402 1.4334
C -8.9443 2.8072 0.2961
H -7.5414 -0.5018 2.6803
H -8.9332 -1.2970 1.9081
H -7.9341 -0.1621 0.9971
H -9.6847 0.5115 3.4191
H -10.1293 0.8874 1.7679
H -7.1566 1.8869 1.1098
H -7.5128 3.4836 1.7304
H -9.4324 1.8931 -0.0489
H -8.4193 3.2486 -0.5543
H -9.7306 3.4958 0.6186


Entry 2:
52
Properties=species:S:1:pos:R:3 method="wB97M-V/def2-TZVPD" total_charge=-2 e_above_lowest_kcal_mol=1.33 e_lumo_ev=4.438
C -1.5774 2.7879 -2.0947
C -0.8782 2.4349 -3.2879
C 0.5219 2.4056 -2.9990
H -1.3262 2.1961 -4.2529
C 0.6877 2.7233 -1.6104
C -0.6134 2.9745 -1.0636
H -0.8020 3.2891 -0.0464
H -2.6561 2.9027 -2.0031
H 1.3235 2.1766 -3.6974
H 1.6245 2.7397 -1.0727
Pb 1.0216 -0.8538 -3.0944
Cl -1.4873 -1.1420 -3.2715
C 1.1812 -2.4492 -5.0248
C 2.5465 -1.9623 -4.9000
C 2.6140 -0.7108 -5.5886
H 3.3674 -2.4846 -4.3986
C 1.3424 -0.4448 -6.1589
C 0.4641 -1.4854 -5.8300
H -0.5587 -1.5987 -6.1891
H 0.8034 -3.4095 -4.6703
H 3.5104 -0.1016 -5.7293
H 1.1283 0.3587 -6.8733
O 0.9786 -2.3091 -0.8696
C 0.8530 -1.4381 0.0053
N 0.5779 -1.6854 1.3607
C 0.1133 -0.5170 2.0431
C 0.6420 0.5412 1.0099
O 0.7562 1.7368 1.3301
N 0.9269 -0.0712 -0.1778
C -1.4318 -0.4438 2.0906
C -2.0588 0.8069 2.0914
C -3.4552 0.8910 2.1060
C -4.2199 -0.2751 2.1773
C -3.5931 -1.5217 2.2413
C -2.1955 -1.6142 2.2038
C 0.7319 -0.3200 3.4396
C -0.0279 -0.0041 4.5832
C 0.6088 0.2893 5.7935
C 1.9972 0.2333 5.9128
C 2.7483 -0.1230 4.7919
C 2.1145 -0.4215 3.5747
H 0.3640 -2.6369 1.6572
H -1.4471 1.7120 2.0751
H -3.9237 1.8747 2.0616
H -5.3068 -0.2077 2.1849
H -4.1756 -2.4410 2.3082
H -1.7162 -2.5926 2.2597
H -1.1179 0.0459 4.5270
H -0.0063 0.5593 6.6544
H 2.4825 0.4673 6.8606
H 3.8358 -0.1761 4.8537
H 2.7072 -0.7051 2.7069


Entry 3:
15
Properties=species:S:1:pos:R:3 method="wB97M-V/def2-TZVPD" total_charge=0 e_above_lowest_kcal_mol=100.19 e_lumo_ev=0.718
C -0.1456 0.4364 2.3626
O 0.3099 -0.2373 1.1976
C -0.9500 -0.2665 0.0231
O -2.0462 -0.3307 0.4446
C -0.0901 0.2249 -1.0147
C 1.0080 -0.6883 -1.5326
O -0.7623 0.9465 -1.9979
H -0.3707 1.4905 2.1492
H 0.6381 0.3675 3.1196
H -1.0580 -0.0524 2.7136
H 0.5411 0.5150 0.3138
H 1.4729 -1.2743 -0.7339
H 1.7843 -0.0916 -2.0230
H 0.6106 -1.3967 -2.2766
H -0.9421 0.3570 -2.7454


| no. | frontier orbital gap (eV) |
| --- | --- |
| 1 | 8.04 |
| 2 | 4.24 |
| 3 | 9.16 |